57
Properties=species:S:1:pos:R:3:forces:R:3:lowdin_charge:R:1 method="wB97M-V/def2-TZVPD" relative_energy_kcal_mol=60.39 orbital_gap_ha=0.367 e_lumo_ev=-0.4 largest_force_ha_per_bohr=0.032
O 3.707 -2.561 -1.533 0.2 0.2 0.1 -0.055
H 3.467 -3.451 -1.277 0.0 -0.3 0.1 0.035
H 3.204 -2.398 -2.331 -0.2 0.1 -0.2 0.019
O -1.492 2.964 -3.039 -0.1 0.8 0.2 -0.053
H -0.941 2.410 -2.486 0.0 -0.3 -0.1 -0.013
H -1.576 2.477 -3.859 -0.1 -0.2 -0.1 0.034
O 3.932 0.072 -3.425 -0.3 -0.1 0.0 -0.057
H 4.730 -0.445 -3.313 0.2 -0.2 0.1 0.028
H 4.239 0.920 -3.745 0.0 0.3 -0.1 0.030
O -0.876 -0.328 4.409 0.1 0.1 0.4 -0.052
H -1.035 -1.221 4.103 -0.4 -0.4 -0.1 0.013
H -0.673 0.165 3.614 0.0 0.5 -0.5 -0.003
O 4.000 2.759 3.798 0.0 0.4 0.4 -0.056
H 3.886 2.799 2.849 -0.2 -0.1 -0.2 -0.013
H 4.505 1.959 3.946 0.0 -0.2 0.1 0.029
O -0.585 1.472 2.094 1.0 -1.3 0.3 -0.059
H -0.462 2.370 2.403 0.2 0.4 -0.2 0.006
H -1.473 1.460 1.739 -0.7 0.2 -0.1 -0.001
O 0.457 -0.072 -0.121 -0.1 -0.3 -0.7 -0.022
H 0.060 0.259 0.684 -0.2 0.5 0.7 0.017
H 1.399 -0.050 0.049 0.3 -0.1 0.0 0.064
O -1.775 -2.197 -1.340 0.2 -0.9 -0.2 -0.039
H -0.964 -1.719 -1.165 0.3 0.1 0.2 0.026
H -2.448 -1.518 -1.387 -0.5 0.6 0.1 0.019
O -1.858 -4.976 -0.400 0.2 -0.4 0.4 -0.057
H -2.732 -5.132 -0.042 -0.2 -0.1 0.0 0.027
H -1.966 -4.219 -0.976 0.0 0.4 -0.1 -0.030
O 4.372 1.725 1.249 -0.1 0.0 0.0 -0.048
H 4.553 1.241 0.443 0.0 -0.1 -0.3 0.047
H 5.237 1.929 1.606 0.4 0.0 0.0 0.043
O -0.661 0.331 -2.651 0.1 0.1 -0.7 -0.061
H 0.106 0.185 -3.205 0.2 -0.1 -0.3 0.082
H -0.320 0.299 -1.757 0.6 -0.2 1.0 0.000
O -2.975 0.341 -1.300 -0.3 -0.4 0.1 -0.035
H -2.260 0.500 -1.916 -0.1 0.2 -0.6 -0.015
H -2.806 0.941 -0.574 -0.3 0.3 0.4 0.004
O -2.463 -2.816 3.367 0.2 0.2 0.1 -0.034
H -3.338 -3.091 3.641 -0.2 0.0 0.2 0.041
H -2.331 -3.246 2.522 0.2 -0.1 -0.3 0.034
O -0.960 4.099 2.505 -0.1 0.1 -0.1 -0.025
H -1.070 3.934 3.442 -0.2 0.1 0.5 0.068
H -0.424 4.891 2.463 0.2 0.3 -0.1 0.068
O 1.200 -1.028 6.157 0.7 -0.1 0.5 -0.071
H 0.821 -0.608 5.385 -0.5 0.2 -0.2 -0.017
H 0.731 -1.860 6.232 -0.1 -0.1 0.0 0.022
O -2.420 -1.573 -4.554 -0.4 0.2 -0.2 -0.043
H -1.725 -1.436 -3.910 0.2 0.0 0.4 -0.006
H -1.961 -1.639 -5.392 0.1 -0.1 -0.2 0.041
O -1.720 -4.266 -3.501 0.3 -0.6 -0.2 -0.060
H -2.509 -3.998 -3.972 -0.1 0.2 -0.1 0.024
H -1.640 -3.634 -2.787 0.0 0.5 0.2 -0.031
O -2.848 2.163 0.970 -0.3 -0.2 -0.2 -0.018
H -3.599 2.339 1.538 -0.4 -0.1 0.1 0.086
H -2.494 3.028 0.765 0.2 0.4 -0.1 0.067
O 2.574 3.191 -2.231 0.2 0.0 -0.1 -0.043
H 1.781 2.689 -2.419 -0.2 -0.1 -0.1 0.013
H 2.420 3.568 -1.365 0.0 0.1 0.2 0.032